Record 1
# C17H13FO2

The molecule C17H13FO2 (ωB97M-V with the def2-TZVPD basis set, OMol25).

Values from the calculation:
HOMO = -0.3530 hartree
DFT total energy = -24653.0330 eV
Multiplicity = 1
LUMO = -0.769 eV
SMILES string = C[C@H](F)Cc1cccc2c1C(=O)c1ccccc1C2=O

CARTESIAN COORDINATES (ANGSTROEM)
F -2.807791 0.059987 1.000831
O 1.092098 -1.369920 1.214011
O 2.304974 0.932358 -3.098917
C -1.596671 -0.732903 -3.038216
C -1.658733 -1.972197 0.547522
C -2.094433 -0.984871 1.621192
C 0.980852 -0.515343 0.361058
C 3.305766 3.056539 0.483370
C 2.206614 1.251404 1.638746
C 1.698805 0.776812 -2.059192
C 0.420650 0.005795 -1.988176
C -2.982469 -1.602744 2.691337
C -1.178700 -1.308334 -0.718411
C -0.384901 -0.066954 -3.115603
C 2.949558 2.421795 1.668411
C 0.037564 -0.619427 -0.793956
C 1.794018 0.738173 0.416227
C 2.923714 2.528734 -0.739527
C -1.986662 -1.337472 -1.851881
C 2.152294 1.375195 -0.772771
H -0.868479 -2.601780 0.953133
H -2.247837 -0.780512 -3.900920
H 3.214300 3.011296 -1.663600
H -1.219698 -0.512371 2.070287
H 3.253540 2.832518 2.621878
H -2.507650 -2.617427 0.311042
H -2.425771 -1.763725 3.614376
H 3.890710 3.966277 0.526874
H -3.411828 -2.548036 2.364498
H -2.938209 -1.849663 -1.787765
H 1.933080 0.720932 2.540741
H -3.780618 -0.897493 2.919546
H -0.068088 0.403357 -4.036149

Forces on atoms 1 to 3 (eV/Å):
F -0.1 -0.1 0.0
O -0.1 0.1 0.1
O -0.2 0.1 0.2

Atom charges from the Löwdin analysis, given in e for atoms 1 to 2: atom 1 (F): -0.03, atom 2 (O): 0.11


Record 2
# C17H13N3O3

C17H13N3O3 as an isolated structure (ωB97M-V with the def2-TZVPD basis set, OMol25).

Values from the calculation:
HOMO = -0.3377 hartree
Energy above the lowest of the compared OMol25 structures with the same formula, charge and spin = 77.1 kcal per mole
DFT total energy = -28449.0826 eV
Multiplicity = 1
LUMO = 0.430 eV

CARTESIAN COORDINATES (ANGSTROEM)
O 2.515393 -1.009810 3.383553
O -0.232728 2.150392 1.515087
O 1.728883 -2.346723 0.288087
N 0.610449 -1.123255 2.009731
N 1.291971 0.911727 2.794158
N -0.118179 -0.108708 1.370434
C 1.383527 2.398472 -2.678745
C -3.691129 -1.277047 -0.355626
C -3.803833 -2.424864 -1.047071
C 0.918930 -1.576778 0.789271
C 1.849964 0.344605 -1.364353
C 0.055025 2.370214 -2.402139
C 1.523262 -0.508121 2.774478
C 2.310311 1.868781 3.305571
C -0.422898 1.337085 -1.484074
C -1.386746 -1.247407 -0.418658
C -0.097299 -0.643837 0.027300
C 2.339573 1.469166 -2.079533
C 0.341452 1.084045 1.813899
C -2.522661 -0.595299 -0.131342
C 0.447848 0.339935 -1.014500
C -1.336351 -2.599307 -0.996449
C -2.619276 -3.141502 -1.401980
H 3.392075 1.599756 -2.372438
H -4.543295 -0.812940 0.033592
H -4.681748 -2.999900 -1.313257
H -2.665999 -4.113978 -1.870527
H 3.063550 1.706173 2.414926
H 1.724141 3.183000 -3.334615
H 2.128494 2.889106 3.559092
H -2.595587 0.403090 0.305313
H 2.883708 1.474418 4.181253
H -0.391793 -3.165595 -1.044316
H -1.442911 1.447503 -1.316209
H -0.568441 3.139443 -2.873980
H 2.612318 -0.421837 -1.065932

Forces on atoms 1 to 3 (eV/Å):
O -3.8 1.2 -2.3
O 1.9 -1.8 0.2
O -1.5 1.5 2.3

Atom charges from the Löwdin analysis, given in e for atoms 1 to 2: atom 1 (O): 0.08, atom 2 (O): 0.08


Record 3
# C17H13NOS5Sc

C17H13NOS5Sc as an isolated structure (ωB97M-V with the def2-TZVPD basis set, OMol25).

Values from the calculation:
HOMO = -0.1505 hartree
Charge = -1
Energy above the lowest of the compared OMol25 structures with the same formula, charge and spin = 6.4 kcal per mole
DFT total energy = -96259.8211 eV
Multiplicity = 1
LUMO = 2.482 eV

CARTESIAN COORDINATES (ANGSTROEM)
Sc 0.170447 0.441261 -0.811281
S 2.163695 4.574327 0.341740
S -1.488887 0.613342 -3.078827
S 1.305452 -0.355018 -3.279375
S 0.122887 -2.078202 -0.484083
S -1.835493 0.403060 0.743701
O -0.542315 -1.125156 -4.861517
N 1.775579 0.642391 1.022964
C 0.913657 2.580916 -0.830768
C -1.137706 -2.317574 0.727280
C -1.868992 -1.330782 -5.346036
C -1.968574 -1.291437 1.216375
C 0.717570 3.765202 -1.610035
C -1.335653 -3.621567 1.195457
C 2.800035 -0.023453 3.075521
C 1.685309 2.884789 0.263977
C 2.116133 -0.293408 1.905194
C 2.795736 2.278146 2.434919
C -2.966584 -1.620765 2.139557
C -0.291679 -0.325211 -3.820243
C 1.313816 4.882571 -1.113715
C -3.150725 -2.916441 2.588646
C 3.143539 1.296531 3.339299
C 2.103916 1.928800 1.271038
C -2.324479 -3.927036 2.114566
H 3.047266 -0.820494 3.761664
H -2.451607 -4.948221 2.455000
H 0.145166 3.780274 -2.529242
H 1.816815 -1.303668 1.646976
H -2.038675 -0.699960 -6.220084
H -1.938344 -2.378299 -5.633218
H -3.598973 -0.816760 2.497363
H -0.682047 -4.395661 0.811896
H 1.305149 5.882155 -1.522629
H -2.605339 -1.097382 -4.582182
H 3.674195 1.553519 4.248017
H -3.934261 -3.135781 3.304689
H 3.043969 3.314993 2.617396

Forces on atoms 1 to 3 (eV/Å):
Sc -0.4 -0.5 -0.4
S -0.1 -0.3 -0.1
S 0.2 -0.1 0.3

Atom charges from the Löwdin analysis, given in e for atoms 1 to 2: atom 1 (Sc): 0.40, atom 2 (S): 0.98


Record 4
# C17H14AuBrN4OS

C17H14AuBrN4OS as an isolated structure (ωB97M-V with the def2-TZVPD basis set, OMol25).

Values from the calculation:
HOMO (alpha / beta) = -0.5245 / -0.5406 hartree
Charge = +2
Energy above the lowest of the compared OMol25 structures with the same formula, charge and spin = 0.0 kcal per mole
DFT total energy = -110418.7446 eV
Multiplicity = 3
⟨S²⟩ = 2.04
LUMO (alpha / beta) = -6.821 / -8.763 eV

CARTESIAN COORDINATES (ANGSTROEM)
Au 0.058449 -0.593013 -0.055338
Br -6.963173 1.599094 -0.971099
S -0.131470 -3.071518 -0.942585
O -1.259308 0.190388 -1.431867
N 1.202884 -5.159918 -0.034112
N -1.433864 -0.365730 1.560792
N 1.212946 -1.116687 1.570305
N 2.440802 -3.689157 -1.277468
C -5.180150 1.177512 -1.078299
C -1.550970 -0.867905 3.973060
C 0.389218 -1.696146 5.124907
C 2.499177 -1.412136 1.548021
C 1.129961 -1.628085 3.922367
C 1.271792 -4.032530 -0.735373
C -4.536920 0.614361 0.043277
C -2.665628 -0.200238 1.303371
C -0.875626 -0.820984 2.783086
C 0.496941 -1.196984 2.745047
C 2.503082 -1.956651 3.862639
C -3.155907 1.107501 -2.334226
C 3.188303 -1.838827 2.688701
C -4.468681 1.433853 -2.271594
C -2.464935 0.507701 -1.215912
C -0.922233 -1.321085 5.147994
C -3.205063 0.298686 0.031543
H -2.580618 -0.536114 4.029510
H 3.003511 -2.292377 4.762921
H -5.115337 0.446051 0.943297
H 0.883064 -2.033702 6.027414
H 4.243809 -2.058678 2.619254
H -1.485666 -1.357447 6.070594
H 1.941189 -5.846775 -0.046588
H 3.005653 -1.307613 0.597315
H 2.456438 -2.931652 -1.939941
H -4.973354 1.880703 -3.117034
H -2.571743 1.267864 -3.230656
H 3.243227 -4.299498 -1.246995
H 0.310742 -5.433896 0.344166
H -3.414254 -0.418651 2.066811

Forces on atoms 1 to 3 (eV/Å):
Au 0.0 -0.6 0.1
Br -0.1 0.0 0.0
S 0.0 0.1 -0.1

Atom charges from the Löwdin analysis, given in e for atoms 1 to 2: atom 1 (Au): 0.96, atom 2 (Br): 0.98


Record 5
# C17H14BNO3

The molecule C17H14BNO3 (ωB97M-V with the def2-TZVPD basis set, OMol25).

Values from the calculation:
HOMO = -0.3089 hartree
DFT total energy = -26168.9187 eV
Multiplicity = 1
LUMO = 0.076 eV
SMILES string = O=C(Nc1cccc(B(O)O)c1)c1ccc2ccccc2c1

CARTESIAN COORDINATES (ANGSTROEM)
O 1.100288 1.445589 5.401746
O -2.621736 0.431208 -0.807072
O -0.126215 -0.278434 6.587890
N -0.781067 0.523772 0.557335
C -1.158119 0.416556 -3.103362
C -0.570728 0.260406 -1.840614
C 0.964886 -0.200846 -4.149663
C -0.467407 0.600486 2.987261
C -3.145685 0.111708 3.375711
C -1.288865 0.488219 1.891973
C 3.556184 -1.204647 -3.868135
C 1.516165 -0.431785 -2.888594
C 2.804811 -0.955550 -2.761096
C 0.736512 -0.167770 -1.741034
C 3.041696 -0.945496 -5.135587
C -1.438420 0.417417 -0.671562
C -2.306154 0.169328 4.467422
C -0.399922 0.183844 -4.210120
C -2.646046 0.263686 2.102373
C 1.774089 -0.420949 -5.293850
C -0.968448 0.388761 4.272388
B 0.034191 0.554023 5.497562
H 3.201317 -1.286205 -1.814268
H -4.207801 0.053340 3.509643
H 3.626174 -1.133262 -6.020348
H -0.817182 0.286746 -5.195528
H -2.676151 -0.012562 5.441469
H -0.831885 -0.934855 6.608216
H -2.193541 0.696249 -3.187058
H 0.229284 0.640180 0.517890
H -3.262075 0.158193 1.239884
H 1.177059 -0.348436 -0.779287
H 4.533962 -1.695621 -3.786760
H 0.561192 0.907856 2.907974
H 1.695072 1.303747 6.155357
H 1.354565 -0.284897 -6.268155

Forces on atoms 1 to 3 (eV/Å):
O -0.7 -1.1 0.7
O -2.1 0.0 0.1
O 0.6 0.6 0.4

Atom charges from the Löwdin analysis, given in e for atoms 1 to 2: atom 1 (O): 0.15, atom 2 (O): 0.10


Record 6
# C17H14Cl2MoN5O3S3

C17H14Cl2MoN5O3S3 as an isolated structure (ωB97M-V with the def2-TZVPD basis set, OMol25).

Values from the calculation:
HOMO = -0.4303 hartree
Charge = +1
Energy above the lowest of the compared OMol25 structures with the same formula, charge and spin = 8.4 kcal per mole
DFT total energy = -90848.4969 eV
Multiplicity = 1
LUMO = -4.566 eV

CARTESIAN COORDINATES (ANGSTROEM)
Mo -1.384039 -0.325739 1.592519
Cl -2.285371 -0.854673 3.720980
Cl -3.481963 -5.206988 0.755120
S -2.040730 -2.380121 0.986961
S -5.330434 2.937848 0.846847
S -2.715905 0.942165 0.655534
O -4.342776 3.955969 0.778105
O -5.954707 2.472432 -0.337459
O -5.682078 2.383102 2.105111
N 4.552678 -0.199155 -3.427478
N 0.566252 -0.374431 0.795506
N 2.528903 0.266010 0.098415
N 4.596943 -0.143615 -2.161615
N 3.903833 0.951716 -1.730795
C -2.958427 -3.077929 2.337936
C -4.419275 -4.145976 4.480020
C -3.799076 -2.914238 4.628642
C 2.582313 2.757884 -2.950524
C 3.471483 1.233278 -5.200408
C -3.594979 -4.315734 2.226605
C -4.316412 -4.842948 3.286524
C 2.259703 3.108047 -4.242698
C 1.342721 0.687629 0.547094
C 0.945848 2.109419 0.728330
C 3.800214 0.863854 -3.893995
C 2.694815 2.357044 -5.353983
C 2.524053 -1.118396 0.049109
C 3.663542 1.090176 -0.336171
C -3.089913 -2.433820 3.550079
C 3.362630 1.609103 -2.803067
C 1.309550 -1.510739 0.479175
H 3.375056 -1.669000 -0.313710
H 0.898158 -2.498116 0.583133
H -0.087414 2.169769 1.067493
H 1.660648 3.992502 -4.413550
H -4.797738 -5.803155 3.165915
H 3.461995 2.127826 -0.083890
H 2.413713 2.682797 -6.345749
H 1.004242 2.648005 -0.218157
H 3.819837 0.654783 -6.044368
H 1.578935 2.613496 1.458989
H 4.550427 0.752685 0.196095
H -4.984836 -4.564743 5.300387
H 2.263819 3.364184 -2.112567
H -3.866237 -2.352188 5.549580

Forces on atoms 1 to 3 (eV/Å):
Mo 0.1 0.1 0.0
Cl 0.0 0.0 0.0
Cl 0.0 0.0 0.0

Atom charges from the Löwdin analysis, given in e for atoms 1 to 2: atom 1 (Mo): 0.48, atom 2 (Cl): 0.70